(1)
{"formula": "C5H13ClNOP", "method": "ωB97M-V with the def2-TZVPD basis set", "homo_ev": [-7.03, -9.83], "e_tot_ha": -1129.70498, "multiplicity": 3, "gap_ev": [7.88, 7.92], "s_squared": 2.01, "e_lumo_ev": [0.845, -1.911], "elements": ["C", "C", "C", "C", "C", "N", "O", "P", "Cl", "H", "H", "H", "H", "H", "H", "H", "H", "H", "H", "H", "H", "H"], "coordinates": [[-3.003, -0.126, -0.386], [-1.089, -1.629, 0.627], [2.042, 1.026, -1.076], [2.324, 0.927, 1.370], [-1.517, -0.533, -0.368], [1.862, 0.318, 0.192], [-1.075, 1.178, 1.858], [-0.594, 0.875, 0.478], [-0.857, 2.472, -0.757], [-3.449, 0.001, 0.549], [-3.116, 0.694, -0.930], [-3.681, -1.002, -0.652], [-1.334, -2.526, 0.024], [-1.653, -1.719, 1.599], [0.065, -1.596, 0.668], [3.021, 0.584, -1.500], [1.243, 0.795, -1.678], [2.441, 2.089, -1.015], [2.126, 0.493, 2.338], [3.377, 0.952, 1.463], [2.158, 2.085, 1.405], [-1.315, -0.472, -1.431]]}

***

(2)
{"formula": "C2H12N4O2", "method": "ωB97M-V with the def2-TZVPD basis set", "homo_ev": -9.03, "e_tot_ha": -452.70000, "gap_ev": 9.90, "e_lumo_ev": 0.875, "elements": ["C", "N", "N", "N", "N", "O", "H", "H", "H", "H", "H", "H", "H", "H", "C", "O", "H", "H", "H", "H"], "coordinates": [[-0.003, 0.220, -2.087], [-1.452, 1.031, 0.009], [-0.078, 0.151, -0.639], [-2.505, 0.592, -0.777], [-0.157, -1.132, -0.018], [-1.503, 0.479, 1.213], [-0.941, -0.667, 0.961], [-2.989, -0.233, -0.423], [-3.094, 1.362, -1.050], [-0.592, -1.772, -0.679], [1.273, -1.000, 0.561], [-0.010, 1.271, -2.371], [0.915, -0.258, -2.436], [-0.878, -0.268, -2.515], [2.245, -0.059, 2.135], [2.102, -0.312, 0.760], [0.791, 0.542, -0.179], [2.670, -0.925, 2.658], [2.921, 0.790, 2.268], [1.285, 0.188, 2.608]]}